# 1
71
Properties=species:S:1:pos:R:3:lowdin_spin:R:1 method="wB97M-V/def2-TZVPD" s_squared=0.75 lumo_energy_ev="-3.2 / -3.2" charge=+1 orbital_gap_ha="0.2397 / 0.2399" relative_energy_kcal_mol=12.2 spin_multiplicity=2 largest_force_ev_per_a=2.4
Ce -0.59083 -1.05581 -1.65232 1.014
C 3.37985 1.13586 3.05254 0.000
O 4.34464 1.78877 2.27917 0.000
C 3.92862 2.83106 1.57483 0.000
C 4.81736 3.31619 0.64115 0.000
C 4.52796 4.39968 -0.12283 0.000
C 3.23570 4.92429 -0.08657 0.000
C 2.26405 4.40230 0.78890 0.000
C 2.62060 3.37329 1.66851 0.000
N 2.82725 5.88289 -1.10801 0.000
N 2.06423 5.50617 -2.00836 0.000
C 1.80366 4.09039 -2.24162 0.000
C 2.75329 3.25814 -2.71709 0.000
C 2.56648 1.87927 -2.93849 0.000
C 1.37247 1.29234 -2.54138 0.000
O 1.21997 -0.02996 -2.54621 -0.006
C 0.30463 2.12555 -2.13147 0.000
N -0.81742 1.52473 -1.64353 -0.002
C -1.82983 2.26955 -1.27065 0.000
C -1.74994 3.68656 -1.20914 0.000
C -0.58300 4.31495 -1.55550 0.000
C 0.49185 3.52160 -2.03564 0.000
H 3.93465 0.36807 3.56476 0.000
H 2.71077 0.49819 2.44867 0.000
H 2.89003 1.90242 3.66755 0.000
H 5.75969 2.83300 0.60962 0.000
H 5.24966 4.82244 -0.77216 0.000
H 1.23375 4.81938 0.69122 0.000
H 1.87319 2.89362 2.32928 0.000
H 3.72437 3.69818 -2.93243 0.000
H 3.43776 1.30833 -3.29858 0.000
H -2.66809 1.71232 -0.91927 0.000
H -2.62103 4.20659 -0.77826 0.000
H -0.39886 5.37168 -1.39254 0.000
O -3.00651 -0.81202 -2.22109 -0.002
C -3.84175 -1.79510 -1.50662 0.000
C -4.48623 -2.82265 -2.41720 0.000
C -3.48034 -3.44104 -3.44499 0.000
C -2.42077 -4.29439 -2.78518 0.000
C -2.47189 -5.71327 -2.84969 0.000
C -1.46039 -6.40010 -2.22432 0.000
C -0.39605 -5.72255 -1.63035 0.000
C -0.48230 -4.34406 -1.59485 0.000
N -1.45579 -3.58484 -2.18359 -0.001
H -3.49945 -0.16740 -2.73233 0.000
H -4.56931 -1.24960 -0.89736 0.000
H -3.13595 -2.30744 -0.82567 0.000
H -5.37263 -2.46923 -2.94261 0.000
H -4.88351 -3.58494 -1.73654 0.000
H -2.98037 -2.63623 -4.03178 0.000
H -3.99708 -4.00453 -4.18567 0.000
H -3.29031 -6.24014 -3.36990 0.000
H -1.50187 -7.47153 -2.28663 0.000
H 0.50146 -6.18544 -1.21067 0.000
H 0.30962 -3.77856 -1.09707 0.000
O -1.38685 -0.22523 0.43120 -0.002
C -0.73005 -1.15988 1.04504 0.001
O 0.00613 -1.92849 0.32781 -0.001
C -0.70562 -1.24885 2.55859 0.000
C 0.01987 -2.26659 3.17765 0.000
C 0.20397 -2.30495 4.55866 0.000
C -0.37380 -1.28099 5.30319 0.000
C -1.06555 -0.24179 4.72142 0.000
C -1.13230 -0.19991 3.34917 0.000
N -0.42351 -1.36407 6.80996 0.000
O 0.33303 -2.08964 7.38353 0.000
O -1.20701 -0.59085 7.34153 0.000
H 0.51494 -3.03002 2.57723 0.000
H 0.78526 -3.13126 4.99757 0.000
H -1.35099 0.59587 5.32826 0.000
H -1.64355 0.61967 2.84915 0.000

---

# 2
69
Properties=species:S:1:pos:R:3:lowdin_spin:R:1 method="wB97M-V/def2-TZVPD" s_squared=0.75 lumo_energy_ev="-0.4 / -0.4" orbital_gap_ha="0.2702 / 0.2705" relative_energy_kcal_mol=9.7 spin_multiplicity=2 largest_force_ev_per_a=1.4
Yb 0.14383 -0.04820 -0.02972 1.002
Cl 4.49295 -1.55509 -2.25666 0.000
C 3.90116 -2.26627 -0.79736 0.000
C 4.66015 -3.24639 -0.16682 0.000
C 4.21229 -3.83855 0.98897 0.000
Cl 5.19439 -5.04526 1.74891 0.000
C 2.97837 -3.47007 1.55993 0.000
C 2.43653 -4.02735 2.73499 0.000
C 1.23434 -3.56909 3.20352 0.000
C 0.56430 -2.56125 2.49669 0.000
N 1.02800 -2.02032 1.39092 0.000
C 2.21976 -2.45539 0.91485 0.000
C 2.67470 -1.82066 -0.29266 0.000
O 1.95264 -0.91001 -0.85100 0.000
H 5.60622 -3.53534 -0.59716 0.000
H 2.97395 -4.80597 3.25366 0.000
H 0.79427 -3.96384 4.10579 0.000
H -0.38906 -2.19273 2.85207 0.000
C -4.41452 -1.52180 -0.90067 0.000
Si -2.75626 -2.07104 -0.11184 0.000
C -1.51648 -2.54591 -1.50217 0.000
C -3.02046 -3.69086 0.87819 0.000
N -1.93066 -0.84293 0.76805 -0.001
C -2.33237 -0.43122 1.99832 0.000
C -3.60232 -0.64921 2.58012 0.000
C -3.91178 -0.23318 3.85652 0.000
C -2.98545 0.43762 4.64277 0.000
C -1.72889 0.69084 4.11905 0.000
C -1.44722 0.25954 2.84675 0.000
F -0.13479 0.49227 2.35254 0.000
H -4.74926 -2.21942 -1.66073 0.000
H -4.32075 -0.54149 -1.35911 0.000
H -5.20549 -1.45450 -0.16165 0.000
H -1.45042 -3.62308 -1.60874 0.000
H -0.50772 -2.17429 -1.28050 0.000
H -1.83079 -2.15359 -2.46270 0.000
H -3.54723 -4.43924 0.29582 0.000
H -3.59373 -3.52442 1.78226 0.000
H -2.06781 -4.12077 1.17514 0.000
H -4.34761 -1.15868 1.99223 0.000
H -4.89605 -0.43626 4.25605 0.000
H -3.22824 0.75400 5.64261 0.000
H -0.97177 1.21065 4.68306 0.000
N 3.70657 9.55888 -1.09061 0.000
C 3.21409 8.53712 -0.91583 0.000
C 2.64825 7.26102 -0.72019 0.000
C 2.86131 6.57867 0.47945 0.000
C 2.37196 5.30165 0.64089 0.000
C 1.65466 4.67878 -0.38593 0.000
C 1.42701 5.38092 -1.57475 0.000
C 1.91388 6.65698 -1.74318 0.000
C 1.16395 3.35576 -0.24335 0.000
C 0.72482 2.22248 -0.14761 -0.001
H 3.41508 7.06496 1.26941 0.000
H 2.54721 4.76762 1.56207 0.000
H 0.86888 4.90297 -2.36532 0.000
H 1.73990 7.20159 -2.66001 0.000
C 0.94637 -1.00789 -3.81358 0.000
C -0.19061 -0.08076 -3.60793 0.000
N -0.68940 0.30718 -2.44912 -0.001
C -1.75733 1.11476 -2.74320 0.000
C -1.89567 1.21697 -4.09158 0.000
N -0.89528 0.45542 -4.62752 0.000
H 1.51756 -1.08116 -2.88959 0.000
H 1.60651 -0.65841 -4.60455 0.000
H 0.58407 -1.99963 -4.08882 0.000
H -2.34845 1.54727 -1.95987 0.000
H -2.59567 1.74241 -4.70298 0.000
H -0.72042 0.29321 -5.60658 0.000

---

# 3
64
Properties=species:S:1:pos:R:3:mulliken_charge:R:1 method="wB97M-V/def2-TZVPD" lumo_energy_ev=-1.7 orbital_gap_ha=0.2011 relative_energy_kcal_mol=8.5 largest_force_ev_per_a=2.4
C -1.39484 6.30417 -0.09374 -1.387
C -1.34098 4.81216 -0.20892 1.281
C -2.35062 3.99190 0.32846 -0.601
C -2.20143 2.60977 0.31313 -0.579
C -1.07700 1.99987 -0.31584 1.164
C -0.95331 0.57206 -0.41017 -1.222
C -0.33595 0.01454 -1.54507 -0.322
C -0.47907 -1.29914 -1.96962 -0.282
C 0.22099 -1.85650 -3.09263 0.884
C -0.03445 -3.20200 -3.48682 -0.623
C 0.55470 -3.73643 -4.61934 -0.684
C 1.42781 -2.96734 -5.40310 1.146
C 2.03140 -3.58511 -6.62424 -1.417
C 1.74166 -1.66147 -4.99959 -0.795
C 1.16192 -1.11345 -3.86386 -0.613
C -0.10468 2.84783 -0.89973 -0.565
C -0.24541 4.22137 -0.84572 -1.002
H -0.63879 6.73807 -0.76199 0.366
H -2.37338 6.71633 -0.37217 0.369
H -1.18396 6.63426 0.93557 0.252
H -3.24463 4.44797 0.77177 0.348
H -2.94946 1.96222 0.76959 0.372
H -1.64818 -0.05847 0.16715 0.706
H 0.24415 0.67986 -2.19577 0.135
H -1.19293 -1.95019 -1.44439 0.393
H -0.74828 -3.77318 -2.88764 0.357
H 0.31983 -4.75902 -4.92122 0.375
H 2.71435 -2.88644 -7.10840 0.351
H 2.60154 -4.48354 -6.36339 0.326
H 1.25948 -3.88818 -7.34295 0.322
H 2.43542 -1.07513 -5.60899 0.280
H 1.40906 -0.08342 -3.58550 0.352
H 0.77170 2.42842 -1.39316 0.445
H 0.49341 4.87972 -1.30899 0.283
F -0.54868 -6.58224 2.66573 -0.269
C -0.13280 -5.98720 1.50461 0.876
F 1.12935 -6.45885 1.25014 -0.273
F -0.93268 -6.45659 0.49113 -0.256
C -0.18888 -4.48713 1.56449 0.392
C 0.74580 -3.75521 0.84067 -0.830
C 0.74683 -2.37653 0.94082 -0.635
C -0.21710 -1.69450 1.73210 1.101
C -0.21040 -0.24643 1.74460 -1.037
S -0.81998 0.47479 3.22425 1.333
C 0.15883 1.94267 3.61338 -0.274
C 1.09457 1.90068 4.65285 -0.338
C 1.84308 3.04341 4.96280 -0.526
C 1.63505 4.23454 4.25817 -0.532
C 0.63905 4.29602 3.27717 -0.421
C -0.12313 3.16118 2.98828 -0.091
O -2.16358 0.95921 2.96897 -0.673
O -0.58902 -0.37489 4.36853 -0.700
C -1.16890 -2.48334 2.42788 -0.326
C -1.14292 -3.86377 2.36655 -1.138
H 1.47959 -4.26171 0.21479 0.453
H 1.48613 -1.78702 0.39695 0.395
H 0.71306 0.25216 1.42641 0.679
H 1.22631 0.98336 5.22632 0.435
H 2.57434 2.99640 5.76466 0.376
H 2.22562 5.11669 4.49612 0.386
H 0.41813 5.22472 2.74573 0.329
H -0.96243 3.21887 2.29682 0.314
H -1.95226 -2.02238 3.03122 0.430
H -1.85303 -4.44844 2.94512 0.407